[1]
The following is a quantum chemistry calculation of a structure of composition C23H20N4SZr, from the Open Molecules 2025 dataset.

The geometry in XYZ format:
```
49
Properties=species:S:1:pos:R:3:forces:R:3
Zr -0.3358 1.9790 -0.3498 -0.42 -0.69 -0.27
C 0.7666 6.2580 0.2898 0.03 -0.11 0.08
C 0.6474 4.7649 0.2014 0.17 0.13 0.00
N -0.4087 4.0937 -0.3491 0.18 0.35 0.30
N -1.5455 4.7908 -0.7157 0.06 0.31 0.09
C -2.7325 4.1860 -0.6701 0.05 -0.14 -0.01
N -3.8258 4.8606 -0.9911 0.05 0.07 0.02
S -2.8481 2.5173 -0.2488 0.21 0.11 -0.03
C 1.6527 3.9188 0.6818 -0.24 0.13 0.03
C 2.9026 4.3633 1.1800 0.12 -0.06 0.08
C 3.8536 3.4640 1.5537 -0.03 0.13 -0.01
C 3.5842 2.0749 1.4564 -0.20 0.03 -0.05
C 2.3651 1.6664 1.0226 0.32 -0.20 0.11
N 1.3806 2.5477 0.6393 0.00 0.89 -0.17
H -0.1176 6.7900 -0.0521 0.02 0.06 0.02
H 1.6096 6.6112 -0.3059 -0.04 0.02 -0.05
H 0.9445 6.5645 1.3214 -0.05 0.04 -0.01
H -1.4751 5.7850 -0.8732 0.01 0.08 -0.06
H -3.8162 5.8407 -1.2283 -0.01 -0.01 -0.03
H -4.7174 4.3949 -0.9504 -0.04 0.00 0.00
H 3.0941 5.4250 1.2439 0.01 -0.01 0.01
H 4.8119 3.7999 1.9239 -0.01 0.02 0.00
H 4.3295 1.3485 1.7443 -0.03 -0.04 -0.01
H 2.1041 0.6161 0.9776 -0.01 0.00 -0.02
C -0.3458 -0.2126 -0.4392 -0.17 -1.07 0.07
C -0.3864 -1.4386 -0.3599 0.04 -0.03 -0.05
C -0.4410 -2.8378 -0.3155 -0.06 0.00 -0.04
C -0.9253 -3.5309 -1.4795 -0.02 -0.03 -0.11
C -0.4314 -4.8113 -1.8025 0.01 0.05 0.10
C -0.8541 -5.4486 -2.9498 0.00 -0.07 -0.04
C -1.7832 -4.8364 -3.7836 0.05 0.02 0.07
C -2.2785 -3.5697 -3.4792 -0.04 0.03 -0.04
C -1.8403 -2.9111 -2.3531 -0.01 0.02 0.06
C -0.0208 -3.5187 0.8752 0.06 -0.08 0.13
C -0.5657 -4.7774 1.2060 -0.03 0.08 -0.09
C -0.1865 -5.4157 2.3673 0.01 -0.06 0.05
C 0.7448 -4.8236 3.2135 -0.05 0.02 -0.08
C 1.2798 -3.5722 2.9102 0.05 0.02 0.06
C 0.8901 -2.9163 1.7659 -0.01 0.02 -0.06
H 0.3261 -5.2630 -1.1770 0.00 -0.02 -0.03
H -0.4533 -6.4205 -3.2025 0.00 0.01 -0.01
H -2.1135 -5.3420 -4.6812 -0.01 0.00 0.01
H -3.0046 -3.1031 -4.1305 0.00 -0.01 0.00
H -2.2317 -1.9342 -2.1013 0.02 0.01 -0.03
H -1.3296 -5.2084 0.5742 0.01 -0.03 0.02
H -0.6244 -6.3708 2.6228 0.01 0.01 0.01
H 1.0445 -5.3318 4.1203 0.00 0.01 0.00
H 1.9981 -3.1175 3.5785 0.00 -0.01 -0.01
H 1.3087 -1.9492 1.5194 0.00 0.00 0.01
```
Forces are in eV/Å.

Results
Largest force on an atom   1.08 eV/Å
HOMO-LUMO gap   4.156 eV
Electronic energy   -1552.092558 a.u.
Charge   +2
LUMO energy   -7.791 eV

[2]
The following is a quantum chemistry calculation of a cluster of 10 separate species, C37H78IN4O13S9 in total, from the Open Molecules 2025 dataset.

The geometry in XYZ format:
```
142
Properties=species:S:1:pos:R:3:forces:R:3
C -2.5272 4.6770 2.1025 -0.47 -0.18 -0.10
C -2.5017 3.6903 1.4236 0.16 0.10 -0.15
C -2.4862 2.5130 0.5463 0.12 0.36 -0.01
C -1.0875 2.0974 0.0133 -0.47 0.08 1.38
C -0.1387 2.1928 1.2082 0.31 -0.34 -0.31
C -1.1387 0.6904 -0.6166 -0.65 0.30 -0.88
C -2.4793 0.2985 -1.3096 0.37 -0.16 -0.29
C -3.1832 -0.8030 -0.5540 -0.21 0.08 0.02
O -4.0824 -0.6938 0.1997 0.03 0.03 0.03
I -2.3321 -2.7630 -0.9927 0.08 0.12 0.03
N -0.0917 0.7497 -1.6816 1.25 0.51 1.30
C 1.2704 0.2721 -1.1852 0.20 -0.75 -0.73
C 1.8710 -0.8903 -1.9972 0.06 -0.32 0.81
C 3.3193 -0.6307 -2.4249 -0.08 -0.02 -0.69
C 4.1724 -0.1344 -1.2867 0.18 0.31 0.16
O 4.5084 -0.7889 -0.3466 -0.21 -0.05 0.08
O 4.5630 1.1967 -1.4103 -0.55 -0.18 -0.29
C 0.0561 2.1093 -1.9681 -0.28 -0.75 0.50
N 0.7525 2.4730 -3.0084 -0.10 0.71 0.06
C 1.0926 3.8522 -3.3020 0.22 0.26 -0.51
O 1.2487 1.5254 -3.8747 -0.04 -0.11 -0.02
N -0.5257 2.9443 -1.0849 -1.27 -0.23 -1.26
C -1.3430 4.0377 -1.6190 0.80 -0.11 0.55
C -2.1826 3.7721 -2.6868 -0.24 -0.02 -0.26
C -2.9426 4.8056 -3.2154 0.25 0.32 0.39
C -2.8187 6.0455 -2.5960 -0.12 -0.28 -0.27
C -1.9587 6.1784 -1.5209 0.16 0.42 0.38
N -1.1912 5.2046 -1.0190 -0.49 -0.08 -0.62
H -2.7141 5.5466 2.6868 0.24 -0.02 0.06
H -2.8501 1.6615 1.1283 0.00 -0.05 -0.07
H -3.2210 2.6881 -0.2399 0.07 -0.05 -0.10
H 0.1059 3.2320 1.3969 -0.11 0.03 0.09
H -0.6058 1.7732 2.0988 0.00 0.04 0.03
H 0.8019 1.6661 1.0375 -0.03 0.04 -0.08
H -0.9454 -0.0883 0.1176 0.54 0.08 -0.03
H -3.1566 1.1291 -1.4958 -0.08 0.01 0.24
H -2.2096 -0.1265 -2.2717 0.00 -0.01 -0.10
H 1.1788 -0.0454 -0.1510 -0.25 0.11 0.03
H 1.9643 1.1140 -1.1884 -0.17 0.15 -0.05
H 1.2401 -1.1632 -2.8403 0.14 0.13 -0.17
H 1.8766 -1.7705 -1.3495 -0.05 -0.04 -0.10
H 3.3192 0.0972 -3.2350 0.17 0.05 0.06
H 3.7366 -1.5652 -2.8014 -0.03 -0.02 0.02
H 4.0974 1.7332 -0.7540 0.35 0.03 0.21
H 2.0086 3.8754 -3.8884 0.07 -0.27 0.13
H 0.3144 4.3169 -3.9098 -0.08 0.03 0.16
H 1.2716 4.3668 -2.3600 -0.11 0.04 0.04
H 0.5053 0.9389 -4.0943 0.05 -0.01 0.01
H -2.2407 2.7784 -3.1126 0.00 0.00 -0.04
H -3.5906 4.6560 -4.0673 0.04 -0.15 -0.02
H -3.3770 6.9017 -2.9470 -0.01 0.01 0.03
H -1.8813 7.1447 -1.0327 0.09 -0.06 0.03
C 3.0431 -5.0717 -6.2546 0.06 0.11 -0.14
S 3.1883 -4.8664 -4.4819 -0.04 -0.17 0.02
O 2.4644 -3.6072 -4.1254 0.02 0.21 0.02
C 4.9412 -4.4791 -4.4740 0.08 0.05 0.00
H 2.0018 -5.2866 -6.4805 0.00 -0.05 0.04
H 3.3533 -4.1503 -6.7494 -0.01 0.03 0.07
H 3.6570 -5.9134 -6.5678 -0.06 -0.06 0.04
H 5.1237 -3.6032 -5.0973 -0.04 0.00 -0.01
H 5.4986 -5.3376 -4.8470 -0.02 -0.02 0.01
H 5.2340 -4.2713 -3.4465 -0.03 -0.02 0.01
C 1.7629 5.0602 5.3800 0.18 0.12 0.09
S 0.2912 5.1175 4.3737 -0.13 0.13 0.27
O 0.5098 4.1741 3.2408 0.27 -0.05 -0.04
C 0.5563 6.7769 3.7439 0.02 0.09 -0.05
H 1.8141 4.0766 5.8444 -0.07 0.00 0.01
H 2.6421 5.2159 4.7528 -0.02 -0.03 -0.02
H 1.7040 5.8218 6.1584 -0.08 -0.06 0.05
H 1.5176 6.8202 3.2319 0.00 -0.05 0.00
H 0.5308 7.4811 4.5754 -0.02 -0.03 0.02
H -0.2456 7.0029 3.0432 0.00 -0.04 -0.01
C -3.6381 -6.4794 2.8629 0.10 0.10 0.02
S -5.3082 -6.0288 2.3933 0.00 0.01 0.04
O -5.8213 -7.1289 1.5314 0.02 -0.05 -0.03
C -4.8382 -4.6860 1.2952 0.00 0.06 -0.05
H -3.7061 -7.3471 3.5124 0.00 0.00 0.01
H -3.0634 -6.7401 1.9755 -0.04 -0.07 0.00
H -3.1678 -5.6551 3.4008 -0.07 0.03 0.01
H -4.1785 -5.0693 0.5177 -0.01 -0.06 0.02
H -4.3387 -3.9049 1.8688 -0.01 0.00 0.01
H -5.7438 -4.2843 0.8445 -0.02 -0.03 0.03
C 0.3945 -8.1586 -4.3239 -0.09 0.05 -0.01
S 1.9436 -8.9513 -4.7673 0.06 -0.05 0.10
O 2.6098 -8.0701 -5.7665 -0.05 0.05 -0.06
C 1.2135 -10.3144 -5.6791 -0.06 -0.04 -0.06
H 0.6343 -7.2477 -3.7782 0.05 -0.01 0.00
H -0.1625 -7.9142 -5.2288 0.04 -0.02 -0.02
H -0.1841 -8.8259 -3.6854 0.02 0.00 0.01
H 0.6016 -9.9237 -6.4920 0.02 0.04 0.01
H 0.6112 -10.9194 -5.0015 0.02 0.00 0.02
H 2.0247 -10.9157 -6.0834 0.03 0.02 0.02
C 4.3915 5.0216 1.0120 0.06 -0.09 -0.03
S 2.7287 5.4154 0.4721 -0.12 0.09 0.12
O 2.2990 4.3172 -0.4517 0.16 -0.21 -0.09
C 3.1779 6.8030 -0.5740 0.05 0.02 -0.08
H 4.3335 4.1428 1.6517 -0.04 0.04 0.05
H 5.0193 4.8139 0.1449 -0.03 0.02 -0.02
H 4.7914 5.8555 1.5880 -0.02 -0.01 0.03
H 3.8848 6.4751 -1.3367 0.00 -0.03 0.02
H 3.6173 7.5877 0.0412 -0.01 0.00 0.01
H 2.2689 7.1739 -1.0442 -0.03 -0.02 0.04
C -4.7416 -10.7978 1.7704 -0.08 -0.02 -0.09
S -3.6491 -10.1002 3.0077 -0.04 0.00 -0.01
O -2.5570 -9.3995 2.2774 0.08 -0.06 -0.02
C -2.9668 -11.6560 3.5910 0.00 -0.09 -0.01
H -5.2338 -9.9664 1.2678 0.02 0.05 0.06
H -4.1570 -11.3769 1.0554 0.04 0.01 0.03
H -5.4870 -11.4261 2.2579 0.00 0.02 0.02
H -2.4982 -12.1817 2.7592 0.00 0.04 -0.02
H -3.7634 -12.2594 4.0263 0.00 0.01 0.01
H -2.2224 -11.4293 4.3512 -0.01 0.04 -0.01
C -2.0698 6.7030 9.4573 -0.08 0.05 -0.03
S -0.6099 5.6808 9.2403 0.05 -0.03 0.06
O 0.2399 6.3473 8.2155 -0.04 -0.01 -0.14
C -1.4481 4.3215 8.4164 -0.07 -0.03 -0.06
H -1.7555 7.6351 9.9219 0.04 -0.02 0.00
H -2.5205 6.9071 8.4860 0.04 -0.02 -0.02
H -2.7767 6.1898 10.1089 0.02 0.00 0.01
H -1.9399 4.6885 7.5151 0.03 0.03 0.00
H -2.1747 3.8785 9.0973 0.02 -0.01 0.01
H -0.6969 3.5803 8.1513 0.03 0.02 0.02
C 4.0125 1.9364 4.3052 -0.04 -0.04 -0.08
S 4.6359 3.0156 5.6010 -0.01 -0.04 0.02
O 5.0282 4.2931 4.9439 0.00 -0.01 -0.13
C 6.1478 2.1003 5.9130 0.07 -0.05 -0.02
H 3.0793 2.3638 3.9373 0.00 0.04 0.03
H 4.7417 1.8784 3.4963 0.03 0.02 0.03
H 3.8235 0.9454 4.7182 -0.01 0.00 0.01
H 6.7306 2.0354 4.9943 -0.03 0.03 -0.01
H 5.8981 1.1053 6.2810 -0.02 0.01 0.01
H 6.7115 2.6401 6.6708 -0.03 0.03 0.00
C -4.3663 0.5843 -6.9396 -0.05 0.02 -0.11
S -3.8203 1.3029 -5.3906 0.01 -0.12 0.02
O -3.4478 2.7196 -5.6545 0.06 0.03 0.06
C -2.2756 0.3830 -5.3073 0.11 -0.11 -0.06
H -5.3060 1.0605 -7.2104 -0.01 0.01 0.03
H -3.6202 0.7716 -7.7115 0.01 0.03 0.03
H -4.5233 -0.4858 -6.8056 -0.01 0.01 0.03
H -1.6776 0.5824 -6.1975 -0.06 0.05 -0.01
H -2.4820 -0.6842 -5.2169 0.00 0.02 0.03
H -1.7419 0.7247 -4.4210 -0.02 0.02 0.08
```
Forces are in eV/Å.

Results
Largest force on an atom   1.88 eV/Å
HOMO-LUMO gap   8.171 eV
ΔE to the lowest compared entry with this formula, charge and spin   0.0 kcal/mol
Electronic energy   -6534.560565 a.u.
Charge   +1
LUMO energy   -1.775 eV

[3]
The following is a quantum chemistry calculation of a cluster of 2 separate species, C2H6O2P in total, from the Open Molecules 2025 dataset.

The geometry in XYZ format:
```
11
Properties=species:S:1:pos:R:3:forces:R:3
C -2.1923 1.0418 0.0093 -0.95 -0.19 1.70
C 1.8015 -1.3907 0.0720 1.89 0.63 3.69
O -1.1547 0.1761 -0.1401 1.90 0.09 -1.31
O 2.2204 -0.0463 -0.3268 -0.69 2.62 -0.18
P 1.5180 1.3276 -0.4816 -1.09 -2.20 0.33
H -2.1414 1.1954 1.1287 -0.84 0.70 -0.88
H -3.2298 0.5959 -0.2489 1.59 0.16 0.21
H -2.1203 1.9737 -0.5641 0.13 -0.01 0.09
H 2.7825 -1.8894 0.0003 -0.91 -0.39 0.25
H 1.4034 -1.3139 1.1847 0.74 -0.35 -2.52
H 1.1127 -1.6701 -0.6336 -1.78 -1.05 -1.38
```
Forces are in eV/Å.

Results
Largest force on an atom   4.19 eV/Å
HOMO-LUMO gap (spin up / spin down)   5.290 / 5.714 eV
ΔE to the lowest compared entry with this formula, charge and spin   131.1 kcal/mol
Electronic energy   -571.138859 a.u.
Charge   +1
LUMO energy (spin up / spin down)   -7.969 / -7.738 eV

[4]
The following is a quantum chemistry calculation of a cluster of 2 separate species, CH2OPS in total, from the Open Molecules 2025 dataset.

The geometry in XYZ format:
```
6
Properties=species:S:1:pos:R:3:forces:R:3
C -1.0506 -1.6458 1.4211 1.26 1.41 -0.83
O -1.9506 -1.0664 1.8735 0.49 -1.29 -0.15
P 0.2523 1.6810 -1.4325 -0.74 -0.39 -0.14
S 0.3187 -2.0690 0.6968 -1.76 -0.02 0.96
H 1.1186 0.5596 -1.3981 0.15 -0.26 -0.06
H 1.3116 2.5406 -1.1610 0.59 0.55 0.22
```
Forces are in eV/Å.

Results
Largest force on an atom   2.07 eV/Å
HOMO-LUMO gap   4.334 eV
ΔE to the lowest compared entry with this formula, charge and spin   29.9 kcal/mol
Electronic energy   -854.072236 a.u.
Charge   -1
LUMO energy   3.172 eV

> Which value of largest force on an atom does entry 2 give?

1.88 eV/Å